DFT (ωB97M-V with the def2-TZVPD basis set) results for C20H14BrGeIrN2O4S as an isolated structure in a non-equilibrium geometry.

**Frontier orbital gap (alpha / beta)**: 6.445 / 6.443 eV
**HOMO energy (alpha / beta)**: -8.398 / -8.397 eV
**Total charge**: 0
**Energy relative to the best compared isomer or geometry (same formula, charge and spin)**: 14.4 kcal per mole
**Multiplicity**: 1

CARTESIAN COORDINATES (ANGSTROEM)
C -2.180 1.099 0.465
H -2.362 -1.033 0.745
C 2.740 -0.950 -3.287
H 0.787 1.960 3.785
H 0.091 2.687 1.197
C 4.679 -1.247 -1.952
C 1.916 0.434 -0.002
C -2.851 -0.124 0.420
N 2.084 -0.422 -2.264
C 3.997 -0.651 -0.893
H 4.524 -1.809 -4.048
H 4.447 -0.496 0.077
C 0.147 -1.843 3.969
C 0.698 -1.175 5.054
C 0.922 0.193 4.991
S -3.773 2.072 -3.981
H -0.609 -1.676 1.975
H -4.669 -1.140 -0.080
C -4.803 0.969 -0.457
Ir 0.033 -0.313 -2.571
O 0.633 -0.825 -4.364
Br -0.577 -2.375 -1.498
O 2.449 -1.276 -5.599
Ge -0.413 1.245 1.181
H 5.695 -1.592 -1.818
H -2.337 3.215 0.099
C 1.920 -1.035 -4.546
H -0.020 -2.912 4.017
C -4.155 -0.188 -0.047
N -1.564 0.743 -2.961
C -4.149 2.192 -0.404
C 0.592 0.896 3.841
C 2.694 -0.247 -1.090
C 0.026 0.234 2.752
O 0.606 0.456 -0.225
H -4.657 3.093 -0.721
H 0.958 -1.725 5.950
C -2.524 1.294 -3.389
O 2.451 0.908 0.966
H 1.358 0.712 5.835
C 4.048 -1.382 -3.177
C -0.191 -1.141 2.820
C -2.842 2.257 0.054
H -5.822 0.919 -0.819

Atomic partial charges in e from the Löwdin method, atoms 1 to 8: number 1, C, carries -0.324; number 2, H, carries 0.062; number 3, C, carries -0.166; number 4, H, carries 0.099; number 5, H, carries 0.029; number 6, C, carries -0.003; number 7, C, carries -0.526; number 8, C, carries -0.130